{
  "formula": "C5H11NO4",
  "method": "the ωB97M-V functional and the def2-TZVPD basis",
  "max_force_ev_per_a": 3.7,
  "e_tot_ha": -552.7224,
  "total_charge": 0,
  "mol_weight_g_mol": 149.15,
  "orbital_gap_ev": 9.75,
  "elements": ["C", "C", "C", "C", "C", "N", "O", "O", "O", "O", "H", "H", "H", "H", "H", "H", "H", "H", "H", "H", "H"],
  "coordinates": [[-0.1531, -0.2711, 1.4289], [1.6192, 0.9118, 0.1077], [-1.5358, -0.4925, -1.5949], [0.4392, -0.0656, 0.0221], [-0.6623, 0.4903, -0.8802], [0.2485, 1.3356, -2.3963], [0.8085, 0.6298, -3.1836], [0.0743, 2.5245, -2.3981], [0.8387, -1.3011, -0.5329], [-1.2282, 1.5974, -0.3430], [-0.9773, -0.9783, 1.3894], [-0.5139, 0.6765, 1.8158], [0.6107, -0.6614, 2.0980], [2.2986, 0.6121, 0.9034], [1.2545, 1.9141, 0.3136], [2.1721, 0.9174, -0.8294], [-2.0257, -1.1476, -0.8754], [-0.9254, -1.1079, -2.2492], [-2.2985, 0.0209, -2.1781], [1.5932, -1.6292, -0.0306], [-1.8717, 1.9848, -0.9527]],
  "forces_ev_per_angstrom": [[-0.0621, 0.0691, -0.3724], [-0.2071, -0.1537, -0.1605], [0.0598, 0.0441, 0.0095], [0.1818, 0.5536, 0.5095], [0.8615, 1.2312, -1.6856], [-1.7506, -1.6997, 2.8067], [0.4899, 0.2502, -0.7466], [0.3610, 0.4678, -0.7166], [-0.0163, -0.2210, -0.1265], [0.0322, -0.5340, 0.1794], [-0.0991, -0.0833, 0.0378], [-0.0250, 0.0498, 0.1341], [0.0921, -0.0458, 0.0062], [0.0189, -0.0417, 0.1145], [0.0336, 0.1116, 0.0538], [-0.0132, 0.0080, -0.0399], [-0.0312, -0.0249, 0.0921], [0.0085, 0.0020, -0.0310], [-0.0245, 0.0545, -0.0350], [-0.0582, 0.0559, -0.0514], [0.1477, -0.0938, 0.0221]]
}